140
Properties=species:S:1:pos:R:3:forces:R:3 method="wB97M-V/def2-TZVPD" homo_ha=-0.1613 lumo_energy_ha=0.0639 homo_lumo_gap_ev=6.13 fmax_ev_per_a=3.935 total_charge=-1 total_energy_ev=-102242.0258
C 7.8721 -2.8247 -0.5033 -0.309 0.559 0.001
C 6.5520 -2.1877 -0.9602 0.483 0.315 0.333
C 6.1467 -1.0614 0.0045 1.288 0.336 -1.108
O 4.9948 -0.3968 -0.4447 -1.410 -0.865 1.568
Nb 3.1499 -0.7764 0.3324 -2.402 2.588 -1.738
C 3.5066 0.5842 2.1608 0.525 -1.633 0.660
C 4.9719 0.9145 2.4377 -0.037 1.095 -0.239
C 5.1621 2.1278 3.3323 -0.006 -1.474 -1.547
F 4.2831 3.0944 3.0573 -0.520 0.817 0.285
F 5.0609 1.8126 4.6173 -0.024 0.311 1.018
F 6.3725 2.6754 3.1153 0.722 0.407 0.453
C 2.7667 -2.2161 -1.4358 -0.075 -0.374 0.862
C 2.0140 -3.4734 -1.0929 -0.463 0.528 -0.890
C 0.4914 -3.3000 -0.9370 1.141 -0.593 0.022
Cl 2.2472 -4.6647 -2.5416 0.120 -0.351 0.002
N 2.4198 0.7662 -0.8823 1.333 -1.040 1.526
C 2.5800 2.1610 -0.4949 -0.209 0.977 -1.770
C 4.0178 2.7302 -0.4607 -0.493 0.561 0.377
O 1.2751 -1.0737 1.0779 2.277 0.771 -1.244
C 0.2180 -0.2782 0.5988 -1.790 -1.143 1.162
C -1.0955 -0.7446 1.2998 0.476 0.899 -0.024
C -0.8972 -1.1333 2.7705 -1.081 0.156 -0.188
C 3.8229 -2.5780 1.6198 -0.114 -0.256 0.256
F 4.5247 -3.5779 1.0050 0.310 -0.215 -0.024
F 2.7181 -3.2152 2.1233 -0.201 -0.247 0.035
F 4.5451 -2.2928 2.7539 0.395 0.012 0.119
H 8.5414 -2.0127 -0.1992 0.109 -0.073 -0.008
H 8.3553 -3.3372 -1.3345 -0.002 -0.318 0.191
H 7.7373 -3.4618 0.3703 0.026 -0.235 -0.147
H 5.7602 -2.9173 -1.1124 -0.013 -0.027 0.067
H 6.7640 -1.6751 -1.9008 -0.303 -0.157 -0.215
H 6.9835 -0.3455 -0.1022 -0.091 0.053 0.249
H 6.1956 -1.3698 1.0561 -0.615 -0.152 -0.041
H 3.1790 -0.0490 2.9994 -0.215 0.064 -0.067
H 2.8313 1.4407 2.1814 0.162 0.109 -0.290
H 5.5396 0.1096 2.9034 -0.219 -0.188 -0.024
H 5.5053 1.1816 1.5220 -0.046 -0.076 -0.083
H 3.7285 -2.3991 -1.9149 0.033 -0.211 0.149
H 2.1580 -1.6740 -2.1697 0.019 0.206 0.118
H 2.3921 -4.0328 -0.2452 0.287 -0.090 -0.166
H 0.0160 -4.1663 -1.3752 -0.198 0.050 -0.196
H 0.0984 -2.3932 -1.3887 0.045 0.059 0.032
H 0.2766 -3.3613 0.1190 -0.130 0.578 0.174
H 2.6694 0.6277 -1.8559 -0.087 0.144 -0.023
H 2.0076 2.4490 0.3854 0.125 -0.462 0.314
H 2.0942 2.7532 -1.2946 -0.134 -0.074 0.124
H 4.7140 2.1625 -1.0686 0.041 -0.238 0.200
H 3.9921 3.7286 -0.8980 -0.006 0.035 -0.031
H 4.3733 2.8941 0.5568 0.204 -0.497 0.021
H 0.3236 0.7828 0.8500 0.477 0.016 -0.185
H 0.0293 -0.4253 -0.4603 0.453 0.363 -0.222
H -1.7626 0.1276 1.2593 -0.090 -0.106 -0.044
H -1.5883 -1.5098 0.7065 0.099 -0.291 0.180
H -0.0631 -0.6207 3.2436 0.233 -0.214 -0.109
H -1.8004 -0.8262 3.3121 0.052 -0.093 0.125
H -0.8475 -2.2146 2.8818 0.483 -0.006 0.103
O 5.1058 3.8692 -3.0563 0.302 0.093 -0.427
C 4.8173 4.9576 -3.4641 -0.381 0.104 0.406
O 5.7038 5.6379 -4.2285 0.306 -0.201 -0.229
C 5.4090 6.8866 -4.8506 -0.075 0.199 0.134
C 5.5470 8.0438 -3.8806 -0.062 0.001 0.153
C 3.5121 5.6128 -3.0741 -0.222 0.065 -0.421
H 4.4278 6.8556 -5.3291 -0.035 0.018 0.083
H 6.1419 6.9954 -5.6498 0.040 -0.164 0.024
H 4.8546 7.9571 -3.0432 -0.054 0.006 -0.039
H 5.3574 8.9924 -4.3860 0.027 -0.010 -0.021
H 6.5525 8.0629 -3.4592 0.029 0.007 -0.086
H 3.5999 5.9913 -2.0543 0.022 -0.020 -0.028
H 2.7289 4.8576 -3.1100 0.102 -0.106 0.176
H 3.2023 6.4234 -3.7305 0.078 0.080 0.085
O 4.0412 7.1939 -0.0747 -0.130 0.205 0.077
C 4.2962 7.2050 1.1009 0.409 -0.220 0.007
O 3.7208 8.1398 1.8839 -0.342 0.170 -0.180
C 3.8557 8.1694 3.3064 0.194 -0.052 0.179
C 5.1652 8.8002 3.7352 0.130 0.023 -0.108
C 5.2957 6.2438 1.6979 -0.328 -0.285 0.252
H 3.7136 7.1720 3.7257 0.085 -0.019 -0.039
H 3.0272 8.7791 3.6649 -0.063 -0.009 -0.169
H 6.0244 8.2400 3.3674 -0.025 -0.076 0.069
H 5.2283 8.8494 4.8229 -0.026 0.008 -0.008
H 5.2472 9.8099 3.3306 -0.077 0.018 0.055
H 6.3006 6.5868 1.4541 -0.008 -0.011 -0.047
H 5.1337 5.2629 1.2542 0.097 0.070 -0.168
H 5.2115 6.1175 2.7741 0.074 0.088 -0.003
O -1.6311 -4.4360 0.2295 -0.736 -0.420 0.102
C -1.4150 -5.5308 0.6609 -0.137 0.114 0.421
O -1.5650 -6.6023 -0.1520 -0.021 0.039 -0.378
C -1.2095 -7.9312 0.2207 -0.009 -0.084 0.195
C -2.2839 -8.5850 1.0676 -0.103 0.065 0.083
C -1.0383 -5.7348 2.1101 0.511 -0.215 -0.026
H -0.2294 -7.9460 0.7013 -0.037 0.024 0.066
H -1.1048 -8.4787 -0.7153 0.004 0.149 -0.073
H -2.4466 -8.0477 2.0019 0.084 -0.028 0.028
H -2.0105 -9.6139 1.3068 0.000 0.001 -0.028
H -3.2349 -8.5875 0.5334 0.044 -0.050 -0.059
H -1.9360 -5.6492 2.7213 -0.003 0.042 -0.012
H -0.3359 -4.9512 2.3915 -0.161 0.134 -0.032
H -0.5520 -6.6855 2.3189 -0.123 -0.040 0.013
O -2.2329 -0.4695 -1.4721 -0.013 -0.039 -0.360
C -2.5509 0.6141 -1.8752 -0.123 0.188 0.387
O -1.7022 1.2837 -2.6865 0.263 -0.256 -0.252
C -2.0156 2.5233 -3.3132 -0.084 0.195 0.138
C -1.8259 3.6925 -2.3676 0.004 0.025 0.142
C -3.8424 1.2579 -1.4339 -0.082 0.123 -0.652
H -3.0174 2.4930 -3.7485 -0.038 0.023 0.090
H -1.3170 2.6153 -4.1445 0.043 -0.159 0.033
H -2.4821 3.6223 -1.5002 -0.074 0.005 -0.055
H -2.0301 4.6359 -2.8774 0.022 -0.012 -0.014
H -0.8023 3.7084 -1.9909 0.019 -0.007 -0.083
H -3.7191 1.6500 -0.4250 0.004 -0.075 0.025
H -4.6175 0.4968 -1.4268 0.190 0.113 0.334
H -4.1893 2.0563 -2.0890 0.112 0.114 0.096
O -6.3782 -0.2833 -0.7540 -0.504 -0.211 -0.054
C -6.6513 -1.2154 -1.4664 0.391 -0.242 0.097
O -7.9292 -1.6342 -1.5246 -0.362 0.300 0.096
C -8.3974 -2.6513 -2.4167 0.144 -0.332 -0.111
C -8.1067 -4.0408 -1.8878 0.035 0.059 0.113
C -5.5831 -1.9634 -2.2292 -0.229 0.086 -0.436
H -8.0045 -2.4904 -3.4228 0.088 0.019 0.042
H -9.4761 -2.5067 -2.4776 0.027 0.160 0.076
H -7.0375 -4.2199 -1.7761 0.009 0.003 -0.091
H -8.5122 -4.7982 -2.5608 -0.022 0.027 -0.002
H -8.5507 -4.1655 -0.8996 0.029 -0.043 -0.160
H -5.0513 -2.6179 -1.5395 0.068 0.063 0.013
H -4.8814 -1.2431 -2.6424 0.135 -0.020 0.212
H -5.9595 -2.5512 -3.0629 -0.042 -0.102 0.110
O -8.8402 -4.8930 1.1250 -0.183 -0.233 0.243
C -9.7046 -4.3302 1.7400 0.030 0.378 -0.193
O -10.6494 -5.0602 2.3660 0.094 -0.376 0.082
C -11.6477 -4.4988 3.2201 -0.152 0.203 -0.028
C -12.8035 -3.9188 2.4300 0.016 0.044 -0.157
C -9.7844 -2.8212 1.7600 0.062 0.077 0.515
H -11.2030 -3.7752 3.9056 0.007 0.056 -0.072
H -12.0072 -5.3259 3.8306 0.138 -0.091 -0.064
H -12.4819 -3.1078 1.7768 0.014 0.056 0.081
H -13.5715 -3.5335 3.1019 0.004 -0.028 0.008
H -13.2449 -4.6847 1.7916 -0.021 -0.043 0.083
H -10.2015 -2.4784 0.8136 0.056 0.006 -0.022
H -8.7761 -2.4271 1.8674 0.031 -0.053 -0.244
H -10.3732 -2.4139 2.5786 -0.117 -0.021 -0.092